[1]
DFT (wB97M-V/def2-TZVPD) results for a molecular structure, C28H36CoN9O4S.

HOMO level (spin up / spin down) ... -4.929 / -7.899 eV
Multiplicity ... 5
<S²> ... 6.029
Energy relative to the best compared isomer or geometry (same formula, charge and spin) ... 2.3 kcal per mole
Lowest unoccupied orbital energy (spin up / spin down) ... -0.15 / -0.17 eV

Atoms and positions in Å:
C1 3.020 2.138 -3.241
H1 -0.541 1.607 -2.840
H2 4.051 0.286 -5.882
Co1 0.345 -0.059 -0.281
H3 0.265 3.843 -0.225
H4 3.282 -4.064 -0.220
N1 1.178 1.715 -1.647
H5 4.105 -2.606 0.027
C2 -0.823 -5.001 -0.410
C3 0.598 1.462 4.175
H6 4.706 2.261 1.216
H7 3.570 4.087 2.462
H8 4.549 2.409 -4.713
C4 0.066 -0.552 3.134
H9 3.629 1.238 -0.729
C5 1.239 3.487 0.071
H10 -1.772 -5.456 -0.143
N2 -0.833 -0.396 4.108
H11 0.301 2.365 3.643
N3 -1.100 -3.780 -1.159
C6 -3.915 0.053 -0.835
C7 3.759 1.763 -4.352
N4 -0.494 -1.517 -1.420
H12 -0.422 0.579 5.924
H13 -0.779 2.441 -1.309
N5 1.085 -3.138 -0.839
H14 1.344 4.865 1.691
C8 2.448 -0.235 -4.551
C9 1.856 4.068 1.169
C10 -1.918 -1.290 4.419
H15 0.903 -0.493 -3.078
H16 -0.292 -4.790 0.520
C11 -3.902 1.128 1.755
H17 0.087 3.259 -2.638
C12 -2.502 -3.526 -1.503
C13 -1.431 1.582 1.572
H18 -1.466 -1.325 -1.733
H19 3.237 3.071 -2.735
C14 2.006 1.313 -2.768
H20 -5.971 0.573 1.804
C15 -0.610 0.823 4.876
H21 -0.261 -5.732 -1.001
N6 2.121 -1.082 -0.435
C16 -0.233 -2.746 -1.140
H22 -1.489 1.466 4.810
H23 -5.974 -0.419 -0.477
C17 2.175 -2.361 -0.543
C18 1.846 2.433 -0.604
C19 1.713 0.131 -3.434
C20 3.096 3.629 1.605
C21 -2.736 1.120 0.992
H24 2.212 -1.157 -5.066
C22 -5.064 0.580 1.212
H25 -1.890 0.674 -0.928
C23 -5.085 0.029 -0.058
H26 1.458 0.705 2.367
H27 1.417 1.681 4.858
N7 3.335 -3.079 -0.415
O1 -1.380 2.219 2.616
H28 -3.880 1.541 2.754
H29 1.254 -4.127 -0.878
O2 -0.371 1.227 0.908
H30 -1.885 -1.556 5.478
C24 3.109 2.012 -0.179
N8 0.990 0.428 3.216
S1 0.030 -1.758 1.950
C25 3.479 0.573 -5.009
H31 -2.966 -4.475 -1.758
H32 -2.879 -0.819 4.199
N9 -3.860 -0.501 -2.102
C26 -0.087 2.301 -2.136
C27 3.724 2.602 0.914
C28 -2.760 0.622 -0.295
H33 -1.820 -2.186 3.813
O3 -4.849 -1.143 -2.563
H34 -3.038 -3.074 -0.664
H35 -2.588 -2.860 -2.359
O4 -2.736 -0.408 -2.762
H36 3.017 -0.676 -0.196

***

[2]
DFT (wB97M-V/def2-TZVPD) results for a molecular structure, C28H36FN3PRhS.

HOMO level (spin up / spin down) ... -13.337 / -13.329 eV
Multiplicity ... 5
<S²> ... 6.048
Energy relative to the best compared isomer or geometry (same formula, charge and spin) ... 10.9 kcal per mole
Lowest unoccupied orbital energy (spin up / spin down) ... -4.60 / -8.21 eV
Net charge ... +2

Atoms and positions in Å:
C1 4.696 -1.977 1.223
H1 5.205 -2.193 -2.102
C2 5.314 -2.303 0.026
H2 0.838 -0.402 2.079
C3 3.742 2.078 0.081
H3 2.701 -4.289 -0.352
H4 -3.007 0.983 2.064
H5 3.022 0.631 4.146
H6 1.220 -0.776 -3.714
H7 5.110 -2.331 2.154
C4 -1.469 -3.786 0.150
C5 3.065 -0.670 0.030
C6 3.563 -1.177 1.259
C7 -3.824 -4.094 0.462
C8 2.404 1.592 0.060
C9 1.520 -0.956 -2.684
C10 -3.696 -5.471 0.272
H8 3.490 -1.441 -3.272
H9 1.197 -2.151 2.375
C11 -2.457 -6.028 0.038
S1 0.299 -5.633 -0.273
H10 4.378 0.683 3.027
H11 -2.164 2.335 -1.369
P1 -2.169 0.260 -0.080
H12 2.949 1.437 -2.422
H13 -2.800 -1.538 -1.652
H14 -2.689 -0.745 2.124
C12 3.990 3.427 0.099
H15 -2.211 2.657 0.372
H16 -4.145 -0.142 1.301
H17 -4.568 -6.102 0.315
C13 -2.582 2.012 -0.419
C14 1.431 -1.129 2.681
H18 4.523 0.788 -2.894
H19 3.163 5.412 0.104
H20 2.799 1.304 2.534
C15 2.941 -0.877 2.609
H21 0.927 -0.250 -2.062
C16 3.448 0.664 -3.002
H22 -3.028 0.078 -2.321
H23 3.396 -1.584 3.312
H24 1.256 -1.986 -2.438
H25 -3.668 2.089 -0.462
C17 4.748 -1.898 -1.171
H26 4.552 1.365 0.085
N1 2.074 0.298 0.042
H27 1.098 -1.008 3.710
N2 1.997 -3.580 -0.242
H28 5.010 3.778 0.119
C18 3.032 -0.744 -2.561
H29 -2.823 -2.202 0.584
C19 -3.146 -0.532 -1.427
Rh1 0.087 -0.630 0.005
C20 3.305 0.528 3.102
N3 -0.278 -3.092 0.053
C21 1.626 3.923 0.075
H30 2.279 -2.619 -0.098
C22 2.950 4.357 0.092
C23 1.386 2.575 0.065
C24 0.716 -3.921 -0.144
C25 3.610 -1.104 -1.208
C26 -1.356 -5.188 -0.019
H31 6.217 -2.891 0.029
F1 0.121 2.085 0.068
H32 3.198 0.807 -4.049
C27 -2.726 -3.258 0.411
H33 -4.201 -0.566 -1.163
H34 -4.801 -3.678 0.654
C28 -3.092 0.053 1.504
H35 -2.333 -7.089 -0.098
H36 0.804 4.620 0.071

***

[3]
DFT (wB97M-V/def2-TZVPD) results for a molecular structure, C28H36GeN3Tc.

HOMO level ... -20.327 eV
Energy relative to the best compared isomer or geometry (same formula, charge and spin) ... 12.2 kcal per mole
Lowest unoccupied orbital energy ... -13.07 eV
Net charge ... +4

Atoms and positions in Å:
C1 -2.575 4.960 1.876
C2 4.935 -0.226 -0.843
H1 0.209 -2.727 0.830
H2 0.595 4.639 3.332
C3 -0.722 -4.409 -3.533
C4 0.385 0.623 -3.965
C5 2.228 -0.531 -1.265
H3 5.999 -0.102 -0.688
H4 -2.517 -4.318 -2.346
H5 -1.300 3.440 -4.737
C6 -1.900 0.570 -3.063
C7 0.368 -3.712 -4.064
C8 0.153 1.884 -4.459
C9 3.110 -1.477 -1.793
H6 0.688 0.424 3.288
H7 0.438 -4.345 1.425
C10 -1.509 4.333 2.796
C11 -2.115 1.822 -3.577
H8 -2.703 0.074 -2.535
C12 4.470 -1.316 -1.571
H9 0.081 -1.714 4.230
H10 4.426 1.559 0.237
C13 0.164 -3.335 1.738
H11 -1.918 -1.927 3.490
H12 -0.330 6.103 3.012
H13 -1.886 -3.899 1.452
C14 -1.103 2.469 -4.297
H14 2.758 -2.338 -2.346
N1 -1.138 1.857 2.030
H15 -1.268 3.817 4.918
C15 -1.998 4.288 4.260
H16 -2.360 -1.914 -1.954
Ge1 0.358 -0.649 -1.532
N2 0.632 -0.396 2.679
H17 -2.920 -2.175 2.269
C16 -0.164 5.077 2.685
C17 -0.640 -0.083 -3.250
H18 2.168 -2.767 2.250
H19 0.197 5.107 1.658
H20 1.362 0.178 -4.110
C18 -1.275 -3.408 2.207
H21 1.299 -1.826 -4.320
N3 -1.927 -2.057 2.476
C19 -0.687 -0.473 0.100
H22 -2.708 5.995 2.188
H23 -3.536 4.454 1.971
H24 -0.828 -5.468 -3.738
C20 0.477 -2.359 -3.864
C21 -1.300 2.951 2.367
H25 -3.081 2.295 -3.458
H26 1.785 -1.361 4.153
C22 1.205 -2.870 2.756
H27 -2.958 3.782 4.350
C23 0.917 -1.601 3.538
H28 2.001 1.315 -0.135
H29 1.101 -4.230 -4.668
H30 -2.258 4.960 0.834
H31 1.411 -0.267 2.031
C24 -1.597 -2.407 -2.542
H32 -1.359 -3.998 3.120
C25 -0.506 -1.651 -3.090
C26 4.049 0.709 -0.316
C27 -1.683 -3.760 -2.751
Tc1 -1.215 -0.180 1.657
H33 0.933 2.403 -5.000
H34 5.168 -2.041 -1.967
C28 2.686 0.564 -0.518
H35 1.357 -3.653 3.502
H36 -2.129 5.318 4.591

***

[4]
DFT (wB97M-V/def2-TZVPD) results for a molecular structure, C28H36MnN4O3S2Si2.

HOMO level (spin up / spin down) ... -13.155 / -13.160 eV
Multiplicity ... 2
<S²> ... 1.248
Lowest unoccupied orbital energy (spin up / spin down) ... -6.94 / -6.40 eV
Net charge ... +2

Atoms and positions in Å:
C1 3.021 -1.566 -0.652
H1 4.101 -1.553 -0.827
O1 -0.119 4.990 0.755
C2 3.292 1.466 -0.386
H2 -5.191 -7.439 -0.073
C3 -4.510 -5.545 0.663
H3 1.586 4.569 2.367
C4 -0.085 1.674 -2.147
C5 -1.167 5.145 -0.240
H4 -3.327 2.450 -2.817
H5 2.685 2.356 -0.241
C6 -3.312 -4.181 -0.908
C7 -2.148 0.620 -1.216
H6 -2.060 4.619 0.093
H7 2.744 2.384 2.187
C8 -3.838 -4.368 0.369
Si1 2.642 -0.098 0.397
N1 -2.172 -0.915 0.448
S1 0.353 -1.422 1.267
H8 -2.774 -3.270 -1.138
H9 -2.240 4.032 -4.331
C9 4.404 -0.307 4.714
H10 6.248 -0.094 3.645
H11 1.603 2.577 -3.093
H12 -3.050 -5.008 -2.865
H13 -4.010 -2.326 1.084
C10 3.026 -0.429 4.598
C11 -4.662 -6.526 -0.309
H14 -4.235 -3.560 2.327
Mn1 0.264 0.817 0.358
C12 -0.247 3.401 -3.810
C13 3.170 -0.245 2.192
Si2 0.556 -0.706 3.381
C14 -3.460 -5.158 -1.875
H15 -4.256 -7.097 -2.332
C15 -3.503 0.098 -1.574
H16 4.871 -0.334 5.687
C16 -4.138 -6.334 -1.576
H17 -1.638 0.387 3.341
N2 -1.515 0.138 -0.177
C17 -1.641 3.371 -3.723
N3 1.289 3.719 1.903
H18 0.514 -3.003 4.256
C18 0.314 3.779 0.985
H19 -4.178 0.140 -0.721
N4 1.737 2.454 2.301
S2 -1.942 -3.117 1.968
C19 0.089 -2.045 4.558
C20 -0.613 0.742 3.471
H20 -1.342 6.215 -0.290
H21 -0.561 1.212 4.456
C21 5.173 -0.173 3.573
C22 4.557 -0.137 2.328
O2 -0.135 2.774 0.413
H22 -3.928 0.625 -2.419
C23 -1.490 1.604 -2.068
H23 -0.823 4.754 -1.195
H24 0.472 -1.814 5.553
H25 -0.993 -2.145 4.631
C24 -3.686 -3.308 1.421
H26 2.531 -1.494 -1.623
H27 4.289 1.658 0.017
O3 0.701 0.881 -1.400
H28 5.189 -0.031 1.454
C25 -1.439 -1.688 1.132
H29 -4.922 -5.700 1.652
H30 0.236 4.083 -4.497
H31 2.449 -0.561 5.504
H32 -0.435 1.545 2.740
H33 2.766 -2.513 -0.182
H34 3.363 1.289 -1.458
C26 -2.248 2.474 -2.872
C27 2.390 -0.402 3.354
H35 1.515 2.285 3.280
H36 -3.407 -0.954 -1.846
C28 0.524 2.570 -3.025

***

[5]
DFT (wB97M-V/def2-TZVPD) results for a molecular structure, C28H37AlBrN2OSb.

HOMO level ... -13.691 eV
Lowest unoccupied orbital energy ... -6.77 eV
Net charge ... +2

Atoms and positions in Å:
C1 -1.934 1.237 3.228
C2 -3.083 -2.181 -2.245
H1 -0.135 -4.225 3.298
C3 -1.517 1.146 -2.834
C4 1.871 0.132 2.735
H2 1.364 -0.968 4.540
C5 -3.787 0.333 -3.217
H3 -2.012 2.912 0.912
H4 -3.629 1.164 1.018
H5 1.455 2.255 2.719
C6 -2.846 0.407 1.054
C7 -1.170 2.235 1.050
C8 -0.280 -2.719 1.790
H6 0.510 -2.926 -0.225
H7 -0.774 1.988 0.055
C9 2.196 1.560 2.330
H8 1.581 4.856 -4.203
C10 -4.337 -1.970 -2.779
C11 2.993 -0.811 2.334
H9 -2.154 0.313 3.761
H10 -5.044 -2.785 -2.835
H11 2.467 0.379 4.769
H12 -3.252 -0.459 1.571
H13 3.159 1.846 2.751
C12 0.573 3.185 -3.317
C13 1.708 3.884 -3.751
C14 2.958 3.336 -3.644
H14 3.827 3.857 -4.015
H15 3.304 -1.396 -1.417
H16 2.800 -1.828 2.671
C15 -2.502 0.138 -2.677
H17 -4.055 1.303 -3.605
H18 3.924 -0.489 2.801
H19 0.759 0.694 4.511
H20 5.370 -0.390 -2.377
C16 4.436 0.147 -2.422
H21 1.678 -3.334 1.061
H22 3.140 -0.812 1.251
O1 -0.988 -1.306 -1.533
C17 0.702 1.943 -2.730
Sb1 0.080 -0.490 1.519
H23 -2.812 1.878 3.304
C18 1.994 1.380 -2.560
C19 -2.168 -1.135 -2.142
C20 -1.737 -2.981 1.470
Al1 0.358 -0.359 -1.139
H24 5.256 1.882 -3.376
H25 -0.394 3.645 -3.454
H26 -0.598 -2.650 3.929
H27 2.256 1.666 1.243
H28 -1.769 1.968 -3.506
C21 -1.634 0.979 1.766
C22 0.629 -3.384 0.771
C23 -4.698 -0.700 -3.246
H29 -2.007 -2.567 0.501
C24 3.279 -0.427 -1.898
H30 -0.405 2.769 1.608
Br1 -6.436 -0.413 -3.951
H31 -2.608 0.132 0.026
H32 -1.112 1.747 3.724
H33 0.359 -4.436 0.678
H34 -2.387 -2.564 2.238
C25 4.372 1.400 -2.987
C26 1.585 0.048 4.222
N1 -0.317 1.083 -2.324
N2 2.091 0.162 -1.957
H35 -2.796 -3.160 -1.896
H36 -1.912 -4.056 1.440
H37 1.084 -2.974 3.468
C27 0.043 -3.153 3.206
C28 3.131 2.061 -3.062

***

[6]
DFT (wB97M-V/def2-TZVPD) results for a molecular structure, C28H37AlGeN3O5.

HOMO level (spin up / spin down) ... -14.876 / -14.876 eV
Multiplicity ... 2
<S²> ... 0.759
Energy relative to the best compared isomer or geometry (same formula, charge and spin) ... 0.0 kcal per mole
Lowest unoccupied orbital energy (spin up / spin down) ... -6.80 / -6.75 eV
Net charge ... +2

Atoms and positions in Å:
H1 0.052 -0.910 -5.136
O1 -0.824 -0.512 -1.908
C1 -2.702 1.957 0.192
C2 3.041 -3.301 -2.005
C3 -2.156 3.118 -0.623
N1 1.381 0.893 -0.700
C4 1.290 -2.924 -0.432
H2 0.009 -2.607 2.254
C5 -0.764 -0.111 -3.324
H3 3.990 0.788 -2.804
H4 0.889 1.319 -3.297
N2 0.357 1.026 1.567
H5 -4.029 -2.194 0.775
C6 -1.055 -2.512 2.482
H6 -0.020 1.817 4.803
H7 -1.094 3.280 -0.429
O2 -1.913 0.748 -0.077
H8 -4.760 2.557 -0.012
H9 1.136 -1.072 -3.766
H10 -4.228 1.464 -1.280
H11 -1.694 2.686 1.969
N3 1.347 -1.607 -0.608
H12 -2.248 -3.863 -0.438
H13 -2.822 0.618 -3.443
H14 -1.245 -1.607 3.055
H15 -3.323 -1.009 1.906
H16 -4.563 0.844 0.352
C7 2.286 0.363 -1.519
H17 -3.701 -2.652 2.433
H18 2.457 4.063 -0.475
C8 2.122 -3.807 -1.103
C9 -4.145 1.680 -0.212
C10 0.214 1.972 3.760
Al1 -0.152 -0.210 -0.095
H19 -0.309 -0.028 3.201
H20 -0.663 1.972 -2.737
O3 -1.337 -1.616 0.230
C11 2.248 -1.119 -1.484
C12 3.115 3.796 -4.633
H21 0.549 -3.278 0.265
C13 -0.189 1.296 -3.447
H22 -0.378 1.676 -4.451
C14 3.107 -1.927 -2.197
H23 -2.744 -4.514 1.123
O4 3.399 2.752 -5.052
C15 0.058 0.928 2.862
C16 0.858 2.211 1.129
C17 2.360 3.038 -0.804
H24 -2.117 0.141 -4.975
C18 -1.919 -2.525 1.237
C19 0.990 3.311 1.948
C20 -3.327 -2.058 1.599
C21 -2.654 2.268 1.679
H25 -1.044 -4.468 0.714
H26 -1.331 -3.352 3.119
O5 2.828 4.822 -4.182
C22 1.491 2.125 -0.216
H27 3.700 -3.961 -2.551
H28 2.041 -4.867 -0.914
H29 0.771 4.038 3.959
H30 -3.416 3.007 1.927
H31 -2.686 4.033 -0.356
H32 1.384 4.238 1.556
C23 -1.982 -3.921 0.618
H33 -0.278 -2.135 -3.906
C24 3.148 2.493 -1.785
H34 -2.853 1.370 2.266
C25 0.659 3.193 3.293
C26 3.234 1.170 -2.133
H35 -2.302 2.953 -1.690
Ge1 -2.576 -0.781 -1.081
C27 0.091 -1.122 -4.068
H36 -2.632 -1.108 -3.851
H37 3.815 -1.500 -2.893
C28 -2.171 -0.121 -3.919

***

| no. | F_max (hartree/bohr) |
| --- | --- |
| 1 | 0.01660 |
| 2 | 0.03686 |
| 3 | 0.00747 |
| 4 | 0.00751 |
| 5 | 0.02756 |
| 6 | 0.00842 |